{"formula": "C3H3Br9", "method": "ωB97M-V/def2-TZVPD", "max_force_ha_per_bohr": 0.0082, "spin_multiplicity": 1, "total_charge": 0, "lumo_ev": -0.125, "e_homo_ha": -0.3773, "e_above_lowest_kcal_mol": 3.6, "homo_lumo_gap_ha": 0.37268, "elements": ["C", "Br", "Br", "Br", "H", "C", "Br", "Br", "Br", "H", "C", "Br", "Br", "Br", "H"], "coordinates": [[28.162, -10.170, 4.507], [27.622, -11.296, 5.965], [30.022, -10.480, 4.094], [27.804, -8.331, 4.842], [27.607, -10.473, 3.632], [29.105, -14.614, 6.586], [29.276, -13.622, 8.212], [27.421, -15.521, 6.465], [30.564, -15.849, 6.356], [29.157, -13.904, 5.772], [33.976, -17.288, 6.782], [35.501, -16.503, 5.923], [34.267, -17.474, 8.669], [33.504, -18.936, 5.966], [33.161, -16.588, 6.670]]}